1.
Density functional theory data (ωB97M-V with the def2-TZVPD basis set) for C3H4FNOS2 in the gas phase.

Properties
Energy above the lowest of the compared OMol25 structures with the same formula, charge and spin ... 2.938 eV
SMILES ... O=C(CF)NSC=S
E_HOMO ... -8.83 eV
LUMO energy ... -0.384 eV
Maximum force ... 0.0982 Eh/bohr

Each line ends with the natural charge from an NBO analysis.
Atoms and positions in Å:
N: 0.21 1.32 -0.69  -0.83
C: 1.28 -0.70 0.73  -0.06
H: 0.13 1.07 -1.65  0.42
C: 1.15 0.23 -0.50  0.63
H: -3.04 0.25 0.82  0.25
S: -2.14 -1.10 -0.82  0.03
F: -0.06 -0.85 1.21  -0.38
O: 1.83 -0.08 -1.46  -0.54
S: -1.11 1.69 0.20  0.62
H: 2.04 -0.36 1.73  0.21
C: -2.11 0.32 -0.01  -0.59
H: 1.82 -1.78 0.43  0.23

---

2.
Density functional theory data (ωB97M-V with the def2-TZVPD basis set) for a molecular structure, C3H4FNiO3.

Properties
Spin multiplicity ... 3
Expectation value of S² ... 2.003
E_HOMO (spin up / spin down) ... -4.02 / -4.02 eV
LUMO energy (spin up / spin down) ... 3.044 / 1.086 eV
Net charge ... -1
Maximum force ... 0.0328 Eh/bohr

Each line ends with the natural charge from an NBO analysis.
Atoms and positions in Å:
Ni: 4.79 0.49 2.12  -0.01
C: 1.19 0.79 0.86  0.28
F: 1.26 -0.27 0.03  -0.35
O: -2.96 0.08 0.13  -0.82
H: 0.31 -0.28 2.45  0.21
C: -2.43 1.15 0.49  0.94
H: 1.70 1.66 0.44  0.16
H: 0.68 1.55 2.73  0.21
O: -2.98 1.78 1.59  -0.77
O: -1.43 1.72 0.02  -0.80
H: -3.73 1.25 1.88  0.46
C: 0.73 0.66 2.10  -0.51

---

3.
Density functional theory data (ωB97M-V with the def2-TZVPD basis set) for 2 unconnected molecules or ions with the total composition C3H4FOS.

Properties
Energy above the lowest of the compared OMol25 structures with the same formula, charge and spin ... 0.928 eV
E_HOMO ... -2.55 eV
LUMO energy ... 3.757 eV
Net charge ... -1
Maximum force ... 0.0627 Eh/bohr

Each line ends with the natural charge from an NBO analysis.
Atoms and positions in Å:
C: -0.28 -0.10 -0.08  -0.69
C: 0.51 1.01 -0.71  0.03
H: -1.32 -0.02 -0.39  0.22
F: 0.67 0.81 -2.09  -0.42
H: -0.24 0.01 1.00  0.20
S: -2.33 2.47 -0.42  -0.34
O: -0.06 3.82 -0.12  -0.62
H: 1.51 1.19 -0.29  0.12
C: -0.78 2.90 -0.34  0.34
H: 0.08 -1.10 -0.35  0.17

---

4.
Density functional theory data (ωB97M-V with the def2-TZVPD basis set) for C3H4FP in the gas phase.

Properties
Energy above the lowest of the compared OMol25 structures with the same formula, charge and spin ... 1.815 eV
Spin multiplicity ... 3
Expectation value of S² ... 2.010
E_HOMO (spin up / spin down) ... -5.21 / -10.20 eV
LUMO energy (spin up / spin down) ... 1.068 / -1.909 eV
Maximum force ... 0.0948 Eh/bohr

Each line ends with the natural charge from an NBO analysis.
Atoms and positions in Å:
C: -0.11 -0.69 0.30  -0.64
H: 0.43 -1.44 -0.37  0.24
H: -0.99 -1.03 0.62  0.22
C: -0.43 0.51 -0.55  -0.30
C: 0.02 1.69 -0.82  -0.32
P: -1.74 1.04 -1.92  0.90
F: -1.06 0.24 -3.21  -0.59
H: 0.52 -0.16 1.02  0.24
H: 0.46 2.65 -1.01  0.25

---

5.
Density functional theory data (ωB97M-V with the def2-TZVPD basis set) for a molecular structure, C3H4FeO2.

Properties
Energy above the lowest of the compared OMol25 structures with the same formula, charge and spin ... 1.179 eV
Spin multiplicity ... 6
Expectation value of S² ... 8.767
E_HOMO (spin up / spin down) ... -14.00 / -14.08 eV
LUMO energy (spin up / spin down) ... -5.155 / -8.890 eV
Net charge ... +1
Maximum force ... 0.0937 Eh/bohr

Each line ends with the natural charge from an NBO analysis.
Atoms and positions in Å:
H: -1.52 2.14 2.09  0.56
C: 0.88 -1.25 -0.34  -0.77
O: -1.47 1.44 1.43  -0.80
Fe: -0.54 -0.04 0.42  1.49
H: 0.74 -2.33 -0.48  0.23
O: -2.33 0.55 -0.31  -0.60
H: 2.20 0.32 -0.96  0.19
C: -2.63 1.36 0.59  0.79
H: 2.71 -1.41 -1.46  0.22
C: 1.97 -0.77 -0.97  -0.32

---

6.
Density functional theory data (ωB97M-V with the def2-TZVPD basis set) for a molecular structure, C3H4FeO3.

Properties
Energy above the lowest of the compared OMol25 structures with the same formula, charge and spin ... 0.000 eV
Spin multiplicity ... 5
Expectation value of S² ... 6.022
E_HOMO (spin up / spin down) ... -8.70 / -8.93 eV
LUMO energy (spin up / spin down) ... -0.930 / -1.920 eV
Maximum force ... 0.0797 Eh/bohr

Each line ends with the natural charge from an NBO analysis.
Atoms and positions in Å:
O: -2.13 -0.06 -0.28  -0.84
C: 1.29 -1.34 -0.23  -0.41
Fe: -0.38 0.37 0.39  1.38
C: -2.45 1.21 -0.15  0.90
C: 1.98 -0.31 0.32  -0.49
O: -3.59 1.65 -0.36  -0.66
H: 2.40 0.48 -0.31  0.24
H: 1.07 -1.46 -1.30  0.24
O: -1.42 1.97 0.15  -0.84
H: 2.21 -0.30 1.38  0.23
H: 1.00 -2.19 0.39  0.23

---

7.
Density functional theory data (ωB97M-V with the def2-TZVPD basis set) for a molecular structure, C3H4FeO3.

Properties
Energy above the lowest of the compared OMol25 structures with the same formula, charge and spin ... 0.000 eV
Spin multiplicity ... 7
Expectation value of S² ... 12.013
E_HOMO (spin up / spin down) ... -7.86 / -9.95 eV
LUMO energy (spin up / spin down) ... -0.133 / -2.639 eV
Maximum force ... 0.1031 Eh/bohr

Each line ends with the natural charge from an NBO analysis.
Atoms and positions in Å:
H: 2.62 -0.49 0.29  0.23
H: -0.29 -1.53 0.35  0.23
C: -1.90 1.15 -0.32  0.88
C: 1.60 -0.61 0.64  -0.50
Fe: 0.43 1.43 -0.60  1.19
H: 0.97 -1.81 -1.00  0.22
C: 0.71 -1.35 -0.04  -0.36
O: -3.13 0.99 -0.17  -0.61
O: -1.23 0.64 -1.33  -0.75
H: 1.36 -0.20 1.63  0.23
O: -1.15 1.78 0.54  -0.75

---

8.
Density functional theory data (ωB97M-V with the def2-TZVPD basis set) for a molecular structure, C3H4GdO2.

Properties
Energy above the lowest of the compared OMol25 structures with the same formula, charge and spin ... 9.327 eV
Spin multiplicity ... 8
Expectation value of S² ... 16.190
E_HOMO (spin up / spin down) ... -12.03 / -12.45 eV
LUMO energy (spin up / spin down) ... -4.367 / -7.202 eV
Net charge ... +1
Maximum force ... 0.1094 Eh/bohr

Each line ends with the Löwdin spin population.
Atoms and positions in Å:
H: -4.19 -0.10 -0.40  0.00
H: -3.68 1.42 0.39  0.00
C: -1.66 -1.17 -0.25  0.44
C: 1.80 0.31 -0.03  1.60
H: 2.67 1.00 0.05  0.13
O: -2.16 0.15 -0.15  0.17
C: -3.49 0.35 0.31  0.01
Gd: -0.09 1.20 -1.22  4.37
O: -0.47 -1.07 -0.64  0.27
H: -3.59 -0.11 1.30  0.00

---

9.
Density functional theory data (ωB97M-V with the def2-TZVPD basis set) for a molecular structure, C3H4HgLi2O2.

Properties
Energy above the lowest of the compared OMol25 structures with the same formula, charge and spin ... 0.000 eV
Spin multiplicity ... 2
Expectation value of S² ... 0.756
E_HOMO (spin up / spin down) ... -11.67 / -11.57 eV
LUMO energy (spin up / spin down) ... -3.930 / -4.966 eV
Net charge ... +1
Maximum force ... 0.0467 Eh/bohr

Each line ends with the natural charge from an NBO analysis.
Atoms and positions in Å:
H: -2.42 0.51 -0.49  0.24
C: 1.37 -0.24 -0.05  0.28
H: -0.58 -2.24 -0.33  0.22
O: 0.53 -0.84 0.80  -0.54
Hg: -2.52 1.98 1.72  0.04
H: -1.66 -0.05 1.11  0.24
C: -1.65 -0.11 0.02  -0.55
Li: 3.89 -0.23 -0.21  0.97
C: -0.78 -1.33 0.25  -0.18
O: 2.34 0.28 0.55  -0.85
H: -1.22 -1.85 1.11  0.23
Li: -0.68 0.57 -1.77  0.90

---

10.
Density functional theory data (ωB97M-V with the def2-TZVPD basis set) for a molecular structure, C3H4HgO2.

Properties
Energy above the lowest of the compared OMol25 structures with the same formula, charge and spin ... 0.000 eV
Spin multiplicity ... 2
Expectation value of S² ... 0.752
E_HOMO (spin up / spin down) ... -13.90 / -13.89 eV
LUMO energy (spin up / spin down) ... -4.790 / -7.640 eV
Net charge ... +1
Maximum force ... 0.0636 Eh/bohr

Each line ends with the natural charge from an NBO analysis.
Atoms and positions in Å:
H: 1.59 1.34 -0.91  0.23
H: -0.65 -0.65 1.72  0.50
C: -0.52 -0.13 -0.61  0.42
O: 0.10 -0.03 1.74  -0.63
C: 1.51 0.88 0.08  -0.28
C: 0.31 0.44 0.50  0.17
H: 2.39 0.86 0.73  0.25
Hg: -2.93 -2.11 -1.26  0.90
H: -0.43 0.39 -1.58  0.18
O: -1.36 -0.98 -0.40  -0.74

---

11.
Density functional theory data (ωB97M-V with the def2-TZVPD basis set) for 2 unconnected molecules or ions with the total composition C3H4I2.

Properties
Energy above the lowest of the compared OMol25 structures with the same formula, charge and spin ... 2.390 eV
SMILES ... IC1=CC1.I
E_HOMO ... -9.21 eV
LUMO energy ... 0.143 eV
Maximum force ... 0.0645 Eh/bohr

Each line ends with the natural charge from an NBO analysis.
Atoms and positions in Å:
C: -1.21 -0.20 -0.71  -0.22
I: 4.28 -1.05 0.17  -0.08
C: -0.54 0.72 -0.07  -0.13
I: 0.93 2.27 0.15  0.19
H: -2.73 0.48 0.79  0.19
C: -1.72 0.10 0.67  -0.43
H: 3.51 -0.85 -1.08  0.08
H: -1.19 -0.98 -1.41  0.22
H: -1.33 -0.48 1.48  0.17

---

12.
Density functional theory data (ωB97M-V with the def2-TZVPD basis set) for a molecular structure, C3H4I2.

Properties
Energy above the lowest of the compared OMol25 structures with the same formula, charge and spin ... 0.839 eV
E_HOMO ... -9.12 eV
LUMO energy ... 0.075 eV
Maximum force ... 0.0748 Eh/bohr

Each line ends with the natural charge from an NBO analysis.
Atoms and positions in Å:
H: 0.04 -1.53 0.74  0.22
H: 0.37 0.12 -1.94  0.24
C: 0.43 -0.11 -0.88  -0.41
C: -0.52 -0.75 0.17  -0.46
H: 1.41 -0.39 -0.71  0.20
C: -0.10 0.70 0.48  -0.45
H: -1.50 -1.14 -0.11  0.24
I: 1.40 0.87 1.88  0.21
I: -1.53 2.22 0.37  0.21

---

13.
Density functional theory data (ωB97M-V with the def2-TZVPD basis set) for a molecular structure, C3H4IN3S.

Properties
Energy above the lowest of the compared OMol25 structures with the same formula, charge and spin ... 1.485 eV
E_HOMO (spin up / spin down) ... -6.97 / -6.97 eV
LUMO energy (spin up / spin down) ... -0.320 / -0.318 eV
Maximum force ... 0.0512 Eh/bohr

Each line ends with the natural charge from an NBO analysis.
Atoms and positions in Å:
C: 0.20 0.96 -0.13  0.02
H: 0.85 0.58 -2.09  0.43
H: 0.34 0.83 2.07  0.22
S: 2.42 -0.23 -0.46  0.72
C: -1.34 -0.70 -0.07  0.07
N: 1.91 0.00 1.06  -0.55
I: -3.36 0.08 0.02  -0.08
C: 0.79 0.64 1.12  0.01
N: 1.11 0.68 -1.12  -0.74
H: -1.47 -2.70 -0.02  0.37
N: -0.92 -1.84 -0.08  -0.72
H: -0.55 1.71 -0.31  0.24

---

14.
Density functional theory data (ωB97M-V with the def2-TZVPD basis set) for C3H4INO in the gas phase.

Properties
Energy above the lowest of the compared OMol25 structures with the same formula, charge and spin ... 4.187 eV
E_HOMO (spin up / spin down) ... -10.03 / -8.68 eV
LUMO energy (spin up / spin down) ... -1.010 / -0.774 eV
Maximum force ... 0.1055 Eh/bohr

Each line ends with the natural charge from an NBO analysis.
Atoms and positions in Å:
H: 0.60 -0.02 1.53  0.19
C: 0.35 -0.42 0.40  -0.19
H: 1.39 -1.17 -1.25  0.20
O: -0.82 0.28 -0.10  -0.51
I: 3.38 0.12 -0.01  0.25
C: -0.94 1.64 -0.18  0.25
H: -1.89 1.92 -0.59  0.19
C: 1.46 -0.36 -0.47  -0.35
N: -0.18 2.58 0.09  -0.25
H: -0.18 -1.36 0.50  0.22

---

15.
Density functional theory data (ωB97M-V with the def2-TZVPD basis set) for 2 unconnected molecules or ions with the total composition C3H4INO.

Properties
Energy above the lowest of the compared OMol25 structures with the same formula, charge and spin ... 2.006 eV
E_HOMO (spin up / spin down) ... -8.48 / -7.80 eV
LUMO energy (spin up / spin down) ... -1.542 / -2.418 eV
Maximum force ... 0.0724 Eh/bohr

Each line ends with the natural charge from an NBO analysis.
Atoms and positions in Å:
H: -0.90 1.20 0.28  0.24
H: 0.89 0.51 1.63  0.25
C: -0.32 -1.62 -0.42  0.45
O: -0.60 -0.48 -1.08  -0.42
N: 0.25 -1.43 0.74  -0.48
C: 0.57 -0.12 0.81  0.14
C: -0.08 0.57 -0.29  -0.21
H: -0.76 -2.51 -0.92  0.23
H: 0.63 1.37 -0.85  0.29
I: 3.68 0.00 -0.05  -0.48

---

16.
Density functional theory data (ωB97M-V with the def2-TZVPD basis set) for C3H4INO in the gas phase.

Properties
Energy above the lowest of the compared OMol25 structures with the same formula, charge and spin ... 1.740 eV
SMILES ... O=CN1C[C@H]1I
E_HOMO ... -9.34 eV
LUMO energy ... 0.359 eV
Maximum force ... 0.0593 Eh/bohr

Each line ends with the natural charge from an NBO analysis.
Atoms and positions in Å:
H: 0.46 1.13 -1.43  0.23
N: -0.50 -0.15 -0.21  -0.48
I: 2.58 0.50 0.21  0.10
O: 0.67 -1.84 -0.88  -0.56
C: 0.54 0.75 -0.42  -0.17
H: -0.26 0.82 1.76  0.22
H: -1.11 -2.12 0.26  0.15
C: -0.55 0.95 0.64  -0.23
C: -0.34 -1.53 -0.28  0.52
H: -1.49 1.48 0.35  0.21

---

17.
Density functional theory data (ωB97M-V with the def2-TZVPD basis set) for 3 unconnected molecules or ions with the total composition C3H4INO.

Properties
Energy above the lowest of the compared OMol25 structures with the same formula, charge and spin ... 0.581 eV
E_HOMO ... -9.70 eV
LUMO energy ... 0.445 eV
Maximum force ... 0.1041 Eh/bohr

Each line ends with the natural charge from an NBO analysis.
Atoms and positions in Å:
C: -0.80 0.08 0.12  0.31
H: -2.74 0.84 0.41  0.25
O: 2.20 -2.59 -0.38  -0.51
H: -2.67 -0.82 0.12  0.26
C: 2.56 -1.52 -0.39  0.51
H: 2.33 1.52 0.25  0.12
H: -2.38 0.34 -1.25  0.26
I: 3.45 2.46 1.03  -0.13
C: -2.22 0.13 -0.18  -0.72
N: 0.27 -0.44 0.27  -0.35

---

18.
Density functional theory data (ωB97M-V with the def2-TZVPD basis set) for a molecular structure, C3H4INO2S.

Properties
Energy above the lowest of the compared OMol25 structures with the same formula, charge and spin ... 3.841 eV
E_HOMO ... -9.65 eV
LUMO energy ... -4.109 eV
Maximum force ... 0.0812 Eh/bohr

Each line ends with the natural charge from an NBO analysis.
Atoms and positions in Å:
C: -0.38 2.75 0.63  -0.03
N: 0.47 3.18 1.25  -0.56
I: -3.07 -0.01 0.72  0.57
H: 1.08 0.61 -0.69  0.29
O: -0.29 -1.44 1.55  -0.89
H: 2.24 -0.30 0.31  0.30
S: -0.18 -1.28 0.11  2.08
H: -1.19 0.46 -1.23  0.18
H: 1.72 -1.10 -1.16  0.26
C: 1.35 -0.46 -0.41  -0.91
O: -0.42 -2.41 -0.73  -0.88
C: -1.34 0.00 -0.34  -0.42

---

19.
Density functional theory data (ωB97M-V with the def2-TZVPD basis set) for 3 unconnected molecules or ions with the total composition C3H4INS.

Properties
Energy above the lowest of the compared OMol25 structures with the same formula, charge and spin ... 1.535 eV
E_HOMO ... -9.11 eV
LUMO energy ... 0.177 eV
Maximum force ... 0.1240 Eh/bohr

Each line ends with the natural charge from an NBO analysis.
Atoms and positions in Å:
C: -0.29 -0.67 0.87  -0.08
N: -1.51 -1.05 0.29  -0.44
H: -2.38 1.97 -1.98  -0.04
H: 0.80 1.24 1.37  0.26
C: -2.12 -0.01 -0.02  -0.10
S: -1.28 1.54 0.27  0.40
I: -4.18 -0.04 -0.03  0.20
H: 0.46 -1.34 1.13  0.21
H: -2.52 1.88 -2.80  0.03
C: -0.09 0.60 1.01  -0.44

---

20.
Density functional theory data (ωB97M-V with the def2-TZVPD basis set) for a molecular structure, C3H4IrO2.

Properties
Energy above the lowest of the compared OMol25 structures with the same formula, charge and spin ... 1.381 eV
Spin multiplicity ... 6
Expectation value of S² ... 8.761
E_HOMO (spin up / spin down) ... -19.47 / -20.27 eV
LUMO energy (spin up / spin down) ... -10.556 / -13.717 eV
Net charge ... +2
Maximum force ... 0.1059 Eh/bohr

Each line ends with the natural charge from an NBO analysis.
Atoms and positions in Å:
H: -2.20 0.95 0.96  0.24
C: -1.94 0.46 0.02  0.03
C: 1.55 -0.02 -0.01  0.77
C: -1.14 -0.63 0.00  -0.04
H: -2.22 0.99 -0.89  0.24
O: 1.89 1.19 0.00  -0.60
H: -1.02 -1.20 -0.93  0.25
O: 2.36 -0.97 -0.02  -0.59
H: -1.01 -1.23 0.90  0.25
Ir: 3.74 0.46 -0.02  1.46